Arrangement i

Molecular formula: C5H10O2S
Method: DFT, ωB97M-V/def2-TZVPD

XYZ file:
```
18
Properties=species:S:1:pos:R:3:nbo_charge:R:1
S 0.633 1.234 2.265 0.1204
O -0.485 -0.118 -3.500 -0.7166
O 0.809 1.299 -2.222 -0.5678
C 0.511 0.926 0.399 -0.4862
C 0.121 -0.827 -1.389 -0.5210
C -0.130 -0.493 0.081 -0.3887
C -0.357 -0.081 3.118 -0.7656
C 0.126 0.338 -2.331 0.8068
H -0.905 0.339 4.002 0.2338
H 0.322 -1.262 0.690 0.2135
H -0.471 -1.785 -1.727 0.2382
H 0.336 -0.850 3.510 0.2185
H -0.420 0.502 -4.319 0.4985
H -0.181 1.663 0.206 0.2037
H -1.169 -0.413 0.231 0.2001
H -1.291 -0.478 2.530 0.2259
H 1.134 -1.095 -1.331 0.2365
H 1.418 1.104 -0.213 0.2499
```

Output
Structure (SMILES): CSCCCC(=O)O
Charge: 0
HOMO-LUMO gap: 8.903 eV

Arrangement ii

Molecular formula: C5H10O2S
Method: DFT, ωB97M-V/def2-TZVPD

XYZ file:
```
18
Properties=species:S:1:pos:R:3:nbo_charge:R:1
S -1.686 -1.314 -1.123 1.4306
O -2.598 -1.675 -2.508 -0.8583
O -2.543 -1.065 0.110 -0.9577
C 0.310 0.299 0.438 0.2167
C 2.552 -0.821 0.148 -0.6487
C 1.518 -0.194 0.859 -0.2959
C -0.578 1.209 1.085 -0.7476
C -1.264 0.373 -1.476 -0.6836
H 1.535 -0.014 1.992 0.2370
H -2.866 -0.809 -2.723 0.4689
H -1.607 0.688 1.130 0.2676
H -1.899 1.153 -1.066 0.2296
H 2.830 -1.686 0.698 0.2274
H 3.511 -0.170 0.239 0.2273
H -0.716 0.501 -2.403 0.2118
H -0.235 1.360 2.194 0.2119
H -0.711 2.174 0.674 0.2274
H 2.385 -1.135 -0.897 0.2357
```

Output
Charge: 0
HOMO-LUMO gap (alpha / beta): 8.420 / 8.030 eV

Energy ordering: arrangement i at the bottom, the next structure 0.1786 hartree above.

Arrangement i

Molecular formula: C2H9NO4
Method: DFT, ωB97M-V/def2-TZVPD

XYZ file:
```
16
Properties=species:S:1:pos:R:3:nbo_charge:R:1
O -2.660 -1.441 1.435 -0.9469
O 0.784 2.172 1.046 -0.9625
O 1.312 -0.847 0.989 -0.7504
O 0.864 1.096 -1.873 -0.6433
N -0.408 -0.438 -0.666 -0.6388
C 0.732 -1.216 -0.325 0.0620
C -0.244 0.591 -1.532 0.5211
H 1.627 -0.992 -0.925 0.2243
H -2.935 -1.027 2.245 0.4741
H -1.205 1.095 -1.853 0.1235
H 1.180 0.066 1.095 0.4731
H 0.502 -2.233 -0.117 0.1853
H -2.443 -2.347 1.732 0.4764
H 1.715 2.038 0.843 0.4787
H 0.394 2.709 0.246 0.4897
H -1.308 -0.340 -0.233 0.4338
```

Output
Structure (SMILES): O=CNCO.O.O
Charge: 0
HOMO-LUMO gap: 10.486 eV

Arrangement ii

Molecular formula: C2H9NO4
Method: DFT, ωB97M-V/def2-TZVPD

XYZ file:
```
16
Properties=species:S:1:pos:R:3:nbo_charge:R:1
O -1.742 2.031 -1.046 -0.6019
O 0.471 -2.598 -1.452 -0.9324
O -1.385 0.119 0.006 -0.7644
O -0.076 -1.638 0.927 -0.9126
N 1.358 1.151 0.561 -0.8513
C -1.085 1.375 -0.275 0.7733
C 0.160 1.951 0.425 -0.3508
H 1.192 0.204 0.851 0.3646
H 2.030 1.161 -0.186 0.3638
H -0.418 -2.535 -1.832 0.4850
H -0.799 -1.861 1.531 0.4993
H 0.773 -1.687 -1.615 0.4862
H -0.038 -2.314 0.208 0.5263
H -0.737 -0.571 0.553 0.4851
H -0.058 2.321 1.432 0.2074
H 0.354 2.890 -0.088 0.2222
```

Output
Structure (SMILES): NCC(=O)O.O.O
Charge: 0
HOMO-LUMO gap: 9.008 eV

Energy ordering: arrangement ii at the bottom, the next structure 0.0177 hartree above.

Arrangement i

Molecular formula: C2H9NO4
Method: DFT, ωB97M-V/def2-TZVPD

XYZ file:
```
16
Properties=species:S:1:pos:R:3:nbo_charge:R:1
O 1.962 -1.518 2.104 -0.9379
O -2.406 -1.480 -0.875 -0.9659
O -0.956 0.460 0.666 -0.7227
O 1.102 1.318 1.021 -0.6669
N 0.610 0.665 -1.060 -0.6278
C -0.252 0.412 -2.165 -0.4283
C 0.303 0.805 0.258 0.8754
H -1.109 1.143 1.351 0.5147
H 1.486 1.168 -1.139 0.4152
H 0.292 0.525 -3.104 0.2133
H -1.115 1.079 -2.223 0.1984
H -0.655 -0.599 -2.193 0.2329
H 2.285 -0.645 1.961 0.4773
H -3.129 -2.007 -0.540 0.4719
H -2.011 -1.020 -0.120 0.4892
H 1.617 -1.789 1.266 0.4610
```

Output
Structure (SMILES): CNC(=O)O.O.O
Charge: 0
HOMO-LUMO gap: 10.605 eV

Arrangement ii

Molecular formula: C2H9NO4
Method: DFT, ωB97M-V/def2-TZVPD

XYZ file:
```
16
Properties=species:S:1:pos:R:3:nbo_charge:R:1
O -1.723 -1.935 1.102 -0.9213
O -0.813 -1.990 -2.678 -0.9697
O 0.144 1.634 1.741 -0.6050
O -0.531 0.401 -0.726 -0.7467
N 1.623 0.741 0.266 -0.6679
C 1.247 1.226 1.536 0.5428
C 0.787 0.904 -0.855 0.0874
H -2.288 -1.860 1.883 0.4668
H 2.091 1.090 2.308 0.1255
H -1.163 -1.140 1.228 0.4552
H -1.226 -2.713 -2.148 0.4741
H 1.231 0.383 -1.787 0.1975
H 0.719 1.963 -1.029 0.1608
H -1.198 -1.114 -2.294 0.4936
H -0.863 0.435 0.269 0.4882
H 2.515 0.107 0.118 0.4186
```

Output
Structure (SMILES): O=CNCO.O.O
Charge: 0
HOMO-LUMO gap: 10.892 eV

Energy ordering: arrangement i at the bottom, the next structure 0.0480 hartree above.

Arrangement i

Molecular formula: C2H9NO4
Method: DFT, ωB97M-V/def2-TZVPD

XYZ file:
```
16
Properties=species:S:1:pos:R:3:nbo_charge:R:1
O 1.261 2.640 0.506 -0.9170
O -1.096 2.371 -1.802 -0.7099
O 0.593 1.596 -3.238 -0.5748
O 0.059 -3.439 5.644 -0.9548
N -0.905 0.231 -2.043 -0.7116
C -0.176 -0.959 -1.492 -0.3893
C -0.321 1.448 -2.492 0.9018
H -0.697 -3.869 6.128 0.4773
H 1.135 1.891 1.077 0.4608
H -0.713 3.285 -1.760 0.5010
H 0.510 -1.462 -2.245 0.1906
H -1.918 0.128 -2.170 0.4016
H 1.594 2.118 -0.199 0.4575
H 0.922 -3.882 5.906 0.4776
H 0.532 -0.477 -0.820 0.1811
H -0.780 -1.622 -0.999 0.2082
```

Output
Structure (SMILES): CNC(=O)O.O.O
Charge: 0
HOMO-LUMO gap: 9.863 eV

Arrangement ii

Molecular formula: C2H9NO4
Method: DFT, ωB97M-V/def2-TZVPD

XYZ file:
```
16
Properties=species:S:1:pos:R:3:nbo_charge:R:1
O -1.400 1.423 -0.280 -0.7284
O 0.223 -2.762 1.448 -0.9798
O 1.299 1.965 2.426 -0.9346
O -1.196 -0.417 1.099 -0.6297
N -0.230 -0.326 -0.975 -0.6482
C -0.890 0.203 0.093 0.8923
C 0.379 0.391 -2.153 -0.4407
H -0.383 -1.991 1.583 0.4980
H 0.215 -1.235 -0.829 0.4183
H -0.072 -3.428 2.012 0.4634
H 1.324 -0.291 -2.515 0.2232
H -1.893 1.402 -1.101 0.5000
H 1.732 1.190 1.990 0.4683
H 0.827 1.441 -1.892 0.2265
H -0.359 0.477 -3.010 0.2035
H 0.423 1.958 2.106 0.4680
```

Output
Structure (SMILES): CNC(=O)O.O.O
Charge: 0
HOMO-LUMO gap: 10.875 eV

Arrangement iii

Molecular formula: C2H9NO4
Method: DFT, ωB97M-V/def2-TZVPD

XYZ file:
```
16
Properties=species:S:1:pos:R:3:nbo_charge:R:1
O -0.916 -1.050 -0.704 -0.5117
O 0.087 -3.323 -0.498 -0.9291
O 1.228 0.082 -0.718 -0.6317
O 0.883 2.500 -0.024 -1.0149
N -0.215 0.288 1.070 -0.2901
C -0.190 -0.011 -0.402 0.4003
C -1.166 1.265 1.383 -0.4685
H -0.628 0.903 -0.912 0.3650
H -0.810 2.233 0.867 0.3137
H 1.307 1.089 -0.630 0.5100
H -1.329 1.412 2.511 0.2481
H 0.947 -3.342 -0.895 0.4573
H -0.168 -2.331 -0.498 0.4600
H 1.400 3.294 -0.334 0.4673
H -2.050 0.964 0.823 0.2191
H 0.719 0.571 1.241 0.4052
```

Output
Charge: 0
HOMO-LUMO gap: 5.118 eV

Energy ordering: arrangement ii at the bottom, the next structure 0.0218 hartree above.